{"formula": "C6H16NO3", "method": "the ωB97M-V functional and the def2-TZVPD basis", "elements": ["C", "O", "C", "C", "C", "C", "C", "N", "H", "H", "H", "H", "H", "H", "H", "H", "H", "H", "H", "H", "H", "H", "O", "H", "H", "O"], "coordinates": [[0.227259, 2.207445, -0.497449], [-0.353238, 2.459101, -1.749175], [-0.578602, 1.063588, 0.202951], [0.228777, 0.478345, 1.365863], [-0.564195, -0.502687, 2.207431], [-0.086405, -1.571590, 2.861966], [-0.828435, -2.726258, 3.447034], [-0.902400, -0.025715, -0.731283], [1.302602, 2.027487, -0.763044], [0.095904, 3.061581, 0.173963], [-1.573653, 1.386719, 0.524621], [0.567485, 1.217217, 2.141141], [1.220306, 0.047102, 1.030253], [-1.614414, -0.353107, 2.006220], [0.963606, -1.731684, 2.858265], [-0.440499, -3.267356, 4.307696], [-0.911890, -3.558921, 2.689376], [-1.897106, -2.532042, 3.537400], [-0.040979, -0.558902, -0.863988], [-1.091509, 0.348166, -1.654648], [-0.606907, 1.336295, -4.019594], [0.108927, 1.539707, -2.513867], [0.258924, 1.147038, -3.633276], [1.750301, -0.434943, -3.648645], [2.548898, -0.169818, -4.911996], [2.217231, -0.886756, -4.367214]], "forces_ev_per_a": [[-1.451, 0.111, -1.393], [0.266, -0.382, 1.142], [1.313, -0.591, -0.578], [1.043, -0.068, 1.602], [0.366, -1.152, -0.837], [-0.502, 0.485, -0.249], [-1.400, -1.284, -1.504], [0.702, -0.770, 0.367], [-0.302, -0.420, 1.299], [0.511, 0.405, 0.143], [0.330, 0.703, 0.297], [-0.377, 0.235, -1.014], [-1.131, 0.202, 0.015], [-0.501, -0.233, 0.600], [1.049, 0.138, -0.054], [0.187, 0.648, 0.355], [0.553, 0.661, 0.278], [-0.036, 0.370, 0.632], [-0.212, -0.078, -0.067], [-0.141, 0.375, 0.082], [0.340, -0.031, 0.203], [-0.741, 1.501, -1.645], [0.308, -0.837, 0.509], [-0.466, 0.302, -0.427], [-0.219, 0.151, 0.060], [0.511, -0.439, 0.185]], "homo_lumo_gap_ha": 0.271, "mol_weight_g_mol": 150.2, "multiplicity": 1, "relative_energy_kcal_mol": 25.1, "homo_energy_ev": -4.11, "charge": -1}